This record from OMol25 describes one molecule with the formula C3H4O3 in a non-equilibrium geometry. The level of theory is the ωB97M-V functional and the def2-TZVPD basis.

## Properties
total energy: -9317.443 eV
Kohn-Sham gap: 11.300 eV
ΔE to the lowest compared entry with this formula, charge and spin: 121.3 kJ/mol
structure (SMILES): O=C1COCO1

Geometry as XYZ:
```
10
Properties=species:S:1:pos:R:3:forces:R:3:mulliken_charge:R:1
O 0.437818 1.991528 -0.344036 0.33 -1.49 -0.45 -0.555
C 0.256383 0.800603 -0.234761 -1.04 1.49 2.03 0.493
C 0.928610 -0.159013 0.756198 -0.05 -0.14 -0.96 -0.116
O 0.136896 -1.387105 0.684624 1.39 1.26 0.06 -0.347
C -0.950249 -1.136885 -0.148946 0.57 -0.26 -2.09 -0.083
O -0.756725 0.140800 -0.802529 -0.39 -0.30 0.15 -0.324
H 0.933337 0.191501 1.806461 0.21 0.05 -0.81 0.269
H 1.940176 -0.190632 0.268065 -0.47 -0.87 1.09 0.209
H -0.945858 -1.836881 -1.017999 -0.27 0.06 0.92 0.206
H -1.880030 -1.154001 0.404058 -0.28 0.21 0.06 0.248
```
Positions in Å, forces in eV/Å.

---

This record from OMol25 describes one molecule with the formula C14H13FN2O2 in a non-equilibrium geometry. The level of theory is the ωB97M-V functional and the def2-TZVPD basis.

## Properties
total energy: -24519.156 eV
Kohn-Sham gap: 7.472 eV
structure (SMILES): Cc1cc(F)ccc1NCc1ccccc1[N+](=O)[O-]

Geometry as XYZ:
```
32
Properties=species:S:1:pos:R:3:forces:R:3:mulliken_charge:R:1
C -0.959229 3.685809 0.181347 0.05 -0.13 -0.11 -1.632
C -0.542558 2.689571 -0.862033 -0.01 -0.07 0.02 0.958
C -0.159679 3.124822 -2.117765 0.07 -0.20 -0.22 -0.724
C 0.228114 2.212430 -3.081990 0.01 -0.14 0.06 0.211
F 0.599400 2.665228 -4.303750 -0.02 -0.02 0.07 -0.353
C 0.249526 0.858101 -2.822898 0.03 0.37 -0.24 -0.955
C -0.130840 0.414782 -1.569930 -0.14 0.04 0.21 -0.240
C -0.534567 1.310294 -0.579194 0.21 0.12 -0.40 0.332
N -0.868229 0.876004 0.690028 -0.24 0.18 0.54 -0.074
C -1.203731 -0.499893 0.965666 -0.24 0.15 -0.11 -1.076
C 0.015328 -1.375358 1.128551 -0.11 -0.32 0.06 0.497
C 1.273377 -0.791225 1.239546 -0.01 -0.10 0.00 -0.240
C 2.419243 -1.553004 1.367225 -0.02 -0.10 0.01 -0.680
C 2.342388 -2.938169 1.380131 -0.02 0.11 0.01 -0.519
C 1.109660 -3.544751 1.274223 -0.26 -0.11 -0.02 -0.478
C -0.046448 -2.774472 1.157307 1.31 0.58 0.11 0.020
N -1.290480 -3.492343 1.075163 -0.49 -0.40 -0.09 1.009
O -1.240410 -4.671164 0.792781 -0.10 -0.24 -0.07 -0.617
O -2.322140 -2.889371 1.298347 -0.20 0.10 0.11 -0.602
H -0.880613 4.695536 -0.211610 -0.02 0.07 0.03 0.382
H -1.994372 3.524056 0.486817 -0.08 0.03 0.09 0.375
H -0.324637 3.613055 1.064822 0.00 0.03 0.12 0.349
H -0.160931 4.176906 -2.357444 0.00 0.12 -0.03 0.401
H 0.558620 0.163972 -3.587621 0.04 -0.06 -0.10 0.460
H -0.103739 -0.643147 -1.365525 0.00 -0.11 0.02 0.336
H -1.364381 1.551655 1.246187 0.00 -0.10 -0.03 0.249
H -1.778413 -0.537560 1.895242 0.01 0.04 -0.18 0.487
H -1.853917 -0.915895 0.182383 0.10 0.11 0.15 0.429
H 1.341558 0.284704 1.217950 -0.04 0.08 -0.03 0.433
H 3.377512 -1.064219 1.454723 0.09 0.06 0.00 0.400
H 3.234378 -3.536789 1.475372 0.07 -0.07 0.01 0.389
H 1.010208 -4.619568 1.285951 0.02 0.00 -0.01 0.473
```
Positions in Å, forces in eV/Å.

---

> Among the records above, which one has the highest total energy?

C3H4O3

---

> Which of these has the lowest Kohn-Sham gap?

C14H13FN2O2

---

> What is the formula in the first record?

C3H4O3

---

> Number 1 is which compound?

C3H4O3